{
  "formula": "C30H90O15",
  "method": "ωB97M-V/def2-TZVPD",
  "lumo_energy_ev": 0.17,
  "total_energy_ha": -2325.34657,
  "charge": 0,
  "homo_ev": -9.60,
  "homo_lumo_gap_ev": 9.77,
  "de_lowest_kcal_mol": 170.7,
  "elements": ["O", "H", "H", "O", "H", "H", "O", "H", "H", "O", "H", "H", "O", "H", "H", "C", "C", "C", "O", "H", "H", "H", "H", "H", "H", "H", "H", "C", "C", "C", "O", "H", "H", "H", "H", "H", "H", "H", "H", "C", "C", "C", "O", "H", "H", "H", "H", "H", "H", "H", "H", "C", "C", "C", "O", "H", "H", "H", "H", "H", "H", "H", "H", "C", "C", "C", "O", "H", "H", "H", "H", "H", "H", "H", "H", "C", "C", "C", "O", "H", "H", "H", "H", "H", "H", "H", "H", "C", "C", "C", "O", "H", "H", "H", "H", "H", "H", "H", "H", "C", "C", "C", "O", "H", "H", "H", "H", "H", "H", "H", "H", "C", "C", "C", "O", "H", "H", "H", "H", "H", "H", "H", "H", "C", "C", "C", "O", "H", "H", "H", "H", "H", "H", "H", "H"],
  "xyz": [[-0.939, -2.584, -1.488], [-1.701, -2.863, -0.961], [-1.243, -1.782, -1.939], [-1.440, -0.564, -2.343], [-1.096, 0.118, -2.942], [-2.109, -0.115, -1.804], [1.943, -1.106, 3.655], [1.508, -1.327, 4.485], [2.780, -0.708, 3.918], [-3.492, 0.587, -0.625], [-3.382, 0.031, 0.152], [-4.376, 0.395, -0.951], [1.616, -3.692, -0.846], [1.897, -3.909, -1.738], [0.763, -3.244, -0.963], [-4.634, -1.634, 4.077], [-4.824, -0.564, 3.023], [-5.077, 0.857, 3.536], [-3.676, -0.569, 2.178], [-5.432, -1.727, 4.812], [-3.660, -1.560, 4.564], [-4.637, -2.603, 3.570], [-5.693, -0.839, 2.423], [-5.965, 1.045, 4.141], [-5.152, 1.525, 2.675], [-4.269, 1.263, 4.151], [-2.905, -0.494, 2.753], [-5.339, -3.713, 0.626], [-3.819, -3.837, 0.653], [-3.344, -4.862, -0.385], [-3.171, -2.617, 0.333], [-5.828, -3.235, 1.477], [-5.692, -4.742, 0.770], [-5.794, -3.456, -0.330], [-3.520, -4.232, 1.630], [-3.491, -4.605, -1.434], [-3.856, -5.809, -0.206], [-2.278, -5.056, -0.251], [-3.535, -1.948, 0.931], [-1.749, -2.967, 2.474], [-1.523, -4.159, 3.438], [-2.392, -3.919, 4.688], [-1.886, -5.349, 2.785], [-1.463, -2.070, 3.031], [-2.778, -2.907, 2.128], [-0.987, -3.054, 1.697], [-0.464, -4.206, 3.712], [-3.421, -3.982, 4.333], [-2.272, -2.925, 5.117], [-2.107, -4.657, 5.438], [-1.271, -5.375, 2.043], [5.090, 1.909, -3.456], [4.715, 2.891, -2.375], [3.293, 2.675, -1.913], [5.566, 2.688, -1.246], [4.499, 1.923, -4.373], [4.968, 0.906, -3.029], [6.142, 1.932, -3.745], [4.954, 3.933, -2.591], [2.577, 2.574, -2.731], [3.045, 3.537, -1.292], [3.115, 1.806, -1.277], [5.306, 1.853, -0.836], [4.779, -2.405, 0.550], [5.984, -1.516, 0.856], [6.054, -0.245, 0.029], [5.960, -1.126, 2.230], [5.036, -2.886, -0.396], [3.823, -1.909, 0.390], [4.760, -3.084, 1.401], [6.893, -2.064, 0.609], [5.257, 0.417, 0.382], [5.863, -0.381, -1.038], [7.031, 0.218, 0.156], [5.156, -0.609, 2.346], [2.861, -1.679, -6.017], [1.894, -0.862, -5.162], [1.390, -1.678, -3.912], [2.533, 0.302, -4.643], [2.384, -2.632, -6.256], [3.790, -1.867, -5.481], [3.007, -1.184, -6.976], [0.960, -0.620, -5.664], [0.522, -1.154, -3.509], [2.114, -1.610, -3.096], [1.137, -2.716, -4.120], [3.298, 0.075, -4.107], [3.428, 2.541, 1.705], [2.287, 3.378, 2.205], [1.346, 3.948, 1.141], [1.525, 2.598, 3.102], [3.119, 1.550, 1.357], [4.204, 2.339, 2.443], [3.878, 2.954, 0.800], [2.675, 4.216, 2.790], [0.394, 4.255, 1.568], [1.117, 3.192, 0.382], [1.774, 4.775, 0.569], [1.122, 1.907, 2.542], [0.688, 2.421, -1.960], [-0.316, 2.648, -3.070], [0.000, 3.846, -3.967], [-0.228, 1.462, -3.891], [0.407, 1.572, -1.340], [0.716, 3.368, -1.414], [1.667, 2.251, -2.413], [-1.317, 2.677, -2.637], [-0.119, 4.755, -3.367], [-0.722, 4.012, -4.765], [1.035, 3.800, -4.304], [0.683, 1.156, -3.900], [-1.201, 0.289, 0.335], [0.200, -0.281, 0.561], [1.184, -0.048, -0.622], [0.735, 0.391, 1.683], [-1.791, -0.273, -0.394], [-1.199, 1.326, -0.005], [-1.821, 0.301, 1.235], [0.230, -1.335, 0.847], [2.221, 0.027, -0.302], [0.897, 0.773, -1.282], [1.136, -0.931, -1.264], [0.994, -0.251, 2.363], [-4.179, 4.166, -0.106], [-3.561, 4.503, 1.280], [-2.429, 3.544, 1.661], [-3.232, 5.887, 1.324], [-5.245, 4.405, -0.045], [-4.208, 3.095, -0.309], [-3.768, 4.803, -0.888], [-4.299, 4.391, 2.076], [-2.729, 2.622, 2.157], [-1.765, 4.113, 2.317], [-1.810, 3.229, 0.819], [-2.307, 5.965, 1.065]],
  "atomic_forces_ev_per_a": [[0.46, -2.93, 1.38], [0.27, -0.02, 0.04], [0.41, -0.23, -0.26], [-1.11, 3.03, -1.66], [0.21, 0.18, -0.47], [-0.28, 0.09, -0.54], [-0.01, -0.19, 0.16], [-0.02, -0.02, 0.01], [-0.01, 0.10, -0.05], [-1.22, 0.29, -0.74], [-0.34, 0.08, 0.31], [-0.14, 0.05, -0.05], [0.27, -0.01, 0.20], [-0.06, -0.03, -0.02], [-0.37, 0.07, -0.22], [-0.17, -0.63, -0.23], [-0.77, 0.53, 0.98], [0.31, 0.61, -0.04], [-0.37, 0.18, -0.25], [0.02, 0.47, 0.09], [-0.22, 0.28, 0.15], [0.09, 0.10, -0.05], [0.20, -0.04, -0.34], [-0.23, -0.63, -0.13], [-0.01, -0.02, -0.07], [0.30, -0.32, -0.07], [0.10, -0.04, -0.11], [-0.51, -1.62, 0.30], [-0.89, -0.48, -1.76], [0.10, -0.41, 0.48], [-0.88, 0.12, -0.68], [0.33, 0.70, -0.14], [-0.01, -0.11, -0.01], [0.32, 0.59, 0.00], [-0.19, 0.01, -0.23], [-0.19, 0.41, 0.12], [0.03, -0.02, 0.01], [0.06, 0.07, -0.03], [0.21, 0.30, -0.11], [1.51, -0.49, 1.67], [-0.43, 2.12, 0.38], [0.58, -0.85, -0.73], [0.05, -0.46, 0.06], [-0.06, 0.23, 0.00], [1.37, 0.11, 0.94], [-0.55, 0.09, -0.55], [0.04, 0.06, 0.11], [-0.01, -0.45, 0.53], [0.37, -0.08, -0.13], [-0.57, -0.09, 0.13], [-0.17, -0.45, -0.17], [0.46, -0.71, -0.46], [0.59, -0.63, 0.84], [1.58, 1.33, -0.36], [0.37, -0.14, 0.30], [-0.17, 0.38, 0.09], [-0.12, -0.09, 0.08], [0.01, 0.38, 0.11], [-0.51, -0.04, -0.62], [3.34, 1.21, -0.66], [-0.49, -0.04, -0.19], [0.53, -0.26, -0.15], [0.18, 0.12, -0.03], [1.15, 0.11, -0.30], [-0.91, 0.77, -0.50], [-0.28, 0.11, -0.23], [0.58, -0.34, 0.11], [-0.35, -0.52, 0.14], [0.00, 0.25, 0.33], [-0.47, -0.41, -0.38], [0.07, -0.24, 0.78], [0.08, 0.18, 0.15], [0.17, -0.31, -0.03], [-0.14, 0.25, 0.01], [0.01, 0.04, 0.00], [-1.09, 0.18, -0.32], [0.31, -1.94, 2.05], [0.21, 0.87, -0.41], [-0.79, 1.05, -0.62], [0.13, -0.10, 0.10], [0.09, 0.06, -0.11], [0.46, 0.10, 0.11], [0.42, 0.68, -0.49], [-0.07, -0.34, -0.12], [0.30, -0.34, -0.18], [-0.05, 0.06, -0.04], [-0.01, -0.36, -0.01], [0.76, -0.50, -1.27], [-0.56, 0.39, 0.48], [0.34, -0.42, -0.77], [-0.37, -0.19, 0.32], [-0.57, 0.00, 0.19], [-0.04, 0.38, 0.15], [0.33, 0.38, 0.27], [0.07, -0.03, 0.03], [0.16, 0.12, 0.24], [0.02, -0.11, 0.44], [0.13, 0.16, 0.19], [-0.03, -0.02, 0.28], [-2.46, 2.35, -1.05], [0.80, -0.76, -0.69], [-0.58, 0.63, 1.24], [-1.17, -0.45, -0.16], [-1.89, 3.86, -0.56], [0.32, -0.29, 0.20], [-3.67, -0.95, 0.99], [-0.23, 0.10, -0.35], [0.30, 0.05, 0.13], [0.21, -0.56, -0.30], [-0.09, -0.03, -0.30], [0.43, 0.06, -0.15], [0.09, -0.87, 0.00], [0.66, 0.54, -0.33], [-0.64, -2.27, -0.10], [0.20, 0.57, 1.07], [1.44, -0.03, 1.25], [0.31, -0.03, -0.05], [0.64, -0.03, 0.21], [-0.54, -0.10, -0.54], [-0.03, 0.17, 0.32], [2.10, -3.78, 1.30], [0.03, -0.08, 0.13], [0.18, 0.16, -0.05], [-1.13, 0.13, 1.21], [-0.57, -0.95, -0.45], [0.84, 0.86, -0.22], [0.60, -0.23, 0.06], [0.00, 0.36, -0.16], [0.68, 0.02, -0.24], [0.32, -0.37, -0.10], [-0.31, 0.01, -0.21], [-0.34, 0.16, 0.07], [0.04, -0.32, 0.34], [-0.13, 0.17, -0.22], [-0.04, 0.18, -0.06]],
  "mulliken_charge": [-0.70, 0.08, 0.47, -0.54, 0.15, 0.40, -0.52, 0.26, 0.25, -0.71, 0.12, 0.29, -0.60, 0.32, 0.24, -1.00, 0.32, -1.57, 0.22, 0.47, 0.26, -0.09, 0.36, 0.43, 0.35, 0.32, -0.02, -1.83, 1.94, -1.96, -0.05, 0.27, 0.50, 0.38, 0.09, 0.35, 0.48, 0.39, -0.32, 0.89, 0.00, -1.52, -0.60, 0.46, -1.21, 0.06, 0.51, 0.31, 0.28, 0.47, 0.36, -1.21, 0.30, 0.31, -0.57, 0.37, 0.08, 0.39, 0.45, 0.47, 0.14, -0.39, 0.06, -0.78, 0.17, -0.04, -0.58, 0.38, -0.06, 0.32, 0.39, -0.54, 0.28, 0.27, 0.31, -1.59, 0.18, -0.16, -0.45, 0.41, 0.35, 0.40, 0.47, -0.22, 0.09, 0.52, 0.10, -0.35, 0.06, -0.24, -0.69, -0.42, 0.44, 0.29, 0.42, 0.19, -0.60, 0.56, 0.44, -0.04, 0.30, -1.80, -0.72, 1.01, 0.98, -1.56, 0.56, 0.43, 0.46, 0.30, 0.21, 2.01, 0.90, 0.18, -0.12, -2.01, -0.05, -0.19, 0.35, -0.82, -0.02, -0.79, -0.03, -0.93, 0.24, -0.42, -0.61, 0.34, 0.05, 0.36, 0.26, -0.02, 0.52, -0.15, 0.33]
}